1.
{"formula": "C33H65BeBr2CaClF2KN4O11S2", "method": "ωB97M-V/def2-TZVPD", "species": ["C", "C", "H", "H", "K", "H", "C", "F", "C", "C", "H", "O", "H", "S", "H", "H", "H", "H", "H", "Br", "H", "H", "H", "H", "C", "N", "H", "C", "H", "C", "H", "C", "C", "H", "H", "Ca", "C", "H", "H", "H", "H", "C", "C", "H", "H", "H", "H", "Cl", "H", "H", "H", "O", "H", "C", "Be", "O", "C", "H", "H", "O", "H", "H", "C", "C", "H", "C", "H", "H", "H", "O", "C", "O", "O", "N", "C", "O", "C", "H", "H", "N", "Br", "F", "H", "H", "C", "C", "H", "C", "H", "S", "H", "H", "C", "H", "H", "C", "C", "C", "H", "C", "H", "C", "O", "H", "O", "O", "C", "H", "C", "H", "H", "H", "H", "H", "H", "H", "N", "H", "H", "H", "C", "H", "H"], "positions_angstrom": [[-7.76934, 3.59107, 0.16646], [10.93340, 1.66734, -0.57281], [2.60597, 3.21033, -3.35402], [-1.08577, 3.00147, 3.17804], [3.18192, 4.98138, 1.61422], [1.37742, 2.16340, -2.59132], [3.78353, 1.83928, -0.71756], [-9.26800, 3.82534, -4.18915], [2.66108, 2.15855, 0.32920], [-3.80567, -3.38662, 0.47040], [10.52711, -0.70334, -3.94664], [-5.21726, -2.60328, -1.24901], [-1.78869, -4.37980, 1.89400], [-0.36483, 4.52494, 1.33573], [11.99671, 1.89062, -0.46163], [-7.34766, -5.80811, 3.38063], [2.98702, 4.62944, -1.37208], [9.93488, -2.76850, 0.84989], [12.53551, -0.72052, -0.95238], [-1.10934, -10.67353, -3.55688], [-7.52938, 2.02232, 1.76904], [11.59977, 0.87180, -2.44050], [-3.97330, -4.47154, 0.70486], [-1.96231, 4.54007, 3.11007], [2.15310, 3.88416, -1.35561], [5.62211, -1.16897, 1.52347], [4.15287, 0.81791, -0.45377], [-8.59123, 4.39109, -1.91738], [10.45756, -1.56100, 2.00589], [0.43733, 3.25472, 0.23661], [-9.13718, 2.12202, 0.95994], [-7.59672, -0.38069, 0.34785], [-8.78747, 3.23915, -2.97360], [-6.92858, -5.84944, 5.10588], [-6.88766, 3.47051, -0.51125], [-1.00756, -4.97537, 0.34396], [-0.17023, -9.50701, -1.11943], [-8.29666, 4.88258, 1.83762], [11.13725, 0.70490, 1.34001], [1.24155, 4.45614, -1.66488], [9.49628, 0.85229, 0.79701], [-4.15824, 3.25602, 2.54616], [9.56260, 0.17719, -2.19284], [7.99139, 1.62344, -2.52141], [-2.86425, 3.51519, 0.73067], [-7.91668, -4.52959, 4.46283], [4.68070, 2.50793, -0.58264], [-4.48967, -1.67732, 4.07567], [12.54286, -1.23078, 0.73203], [-1.18537, -5.51076, 3.01462], [10.39735, 2.62019, -0.32825], [-1.77050, -4.70159, 2.89890], [-4.59261, 2.24408, 2.70708], [10.53103, -0.85281, -0.03804], [9.42313, 3.79766, -1.29905], [5.31661, -2.36409, 1.43598], [2.30986, 2.72798, -2.38495], [7.38491, 0.04657, -2.03929], [-6.19945, -0.57368, 2.06902], [3.33600, 1.77012, -2.07102], [-2.97697, -3.34189, -0.29468], [3.20717, 2.32069, 1.33018], [-5.11334, -2.70744, -0.06523], [-7.44748, 2.51553, -3.34569], [-4.05082, 3.79122, 3.51303], [-1.55925, 3.71779, 2.46415], [-7.06022, 5.62289, 0.77426], [8.77220, -0.90903, -3.93064], [-5.34872, -0.26410, 0.48233], [-5.93293, -3.15111, 4.01554], [9.58264, -0.22257, -3.68082], [-6.40272, 4.16236, 2.17305], [4.73183, -0.28646, 1.48621], [1.88907, 3.40822, 0.04105], [-5.80322, -4.43377, 3.95410], [-8.91503, 3.97577, -0.58685], [9.90529, -1.70206, 1.07663], [-6.54014, 1.34597, -0.55684], [8.86332, -1.41672, 1.26349], [-6.11561, -2.29642, 0.83341], [-1.67895, -8.31462, -0.77963], [-7.10056, -0.04186, -2.78210], [-7.06345, 2.88012, -4.32492], [0.65945, -9.08405, -0.55398], [10.50655, 0.60891, 0.45510], [-2.81354, 3.07210, 1.75414], [-5.87378, -2.67694, 1.75245], [-7.08646, -5.20072, 4.24564], [9.47163, 0.65762, -4.31371], [-0.46710, 2.08864, -0.47476], [-6.66798, 2.64386, -2.55814], [-0.43382, -10.47421, -0.69964], [-5.14721, 3.97483, 1.55731], [12.04754, -2.35784, -0.52635], [-2.69542, -4.86588, 3.25307], [-7.37267, 4.65503, 1.25262], [-6.20579, -0.78949, 0.96036], [11.99937, -1.31461, -0.20852], [-9.58638, 2.54587, -2.63348], [10.66362, 1.25002, -2.02029], [-2.61074, 1.98002, 1.67171], [8.18484, 0.77035, -1.87019], [6.82776, -0.83134, 1.63677], [-8.27408, 1.07755, -1.10670], [-4.80991, -5.09808, 3.69644], [9.15129, -1.89548, -1.46718], [0.16228, -9.56589, -2.58730], [-9.32807, 5.19073, -2.19107], [-8.03230, 2.16606, 0.78337], [0.16230, -8.58983, -3.06627], [-5.20260, 3.28516, 0.67108], [-4.70079, 4.92577, 1.15556], [-3.45302, -2.89860, 1.41179], [-7.63872, 1.38495, -3.39655], [-8.43479, -0.48155, 1.07948], [-7.58597, 4.87165, -2.00632], [9.92318, -0.99823, -1.37118], [1.13007, -10.04151, -2.73984], [2.04386, 1.24870, 0.46913], [-7.79804, -1.08806, -0.48321], [-7.57250, 1.06301, -0.25017], [8.09795, 1.12042, -0.84051], [10.42070, 2.13771, -2.61711]], "mulliken_charge": [0.868, 0.048, 0.328, 0.306, 0.953, 0.209, -0.130, -0.401, -0.277, -0.245, 0.472, -0.509, -0.120, -0.203, 0.328, 0.292, 0.264, 0.401, 0.390, -0.101, 0.249, 0.405, 0.430, 0.492, -0.601, 0.882, 0.163, -0.469, 0.418, -0.088, 0.416, -1.213, 0.447, 0.329, 0.086, 0.441, -0.508, 0.310, 0.716, 0.398, 0.247, -0.475, 1.954, 0.306, 0.451, 0.331, 0.121, 0.024, 0.381, 0.357, -0.122, -0.188, -0.025, 1.021, 0.031, -0.639, -0.425, 0.465, 0.219, -0.380, -0.079, 0.071, -0.295, -0.909, 0.448, -0.674, 0.302, 0.422, 0.249, -0.451, -1.829, -0.367, -0.631, 0.206, 0.862, -0.425, -1.390, 0.107, 0.320, -0.163, -0.130, -0.803, 0.434, 0.321, -1.254, -0.544, 0.074, -0.990, 0.418, -0.125, 0.082, 0.370, -0.261, 0.425, 0.439, -1.134, 0.032, -1.618, 0.236, -1.665, 0.296, -1.674, -0.682, -0.105, -0.617, -0.354, -0.587, 0.335, -0.726, 0.368, 0.112, 0.298, 0.544, 0.247, 0.253, 0.259, 1.029, 0.346, 0.318, 0.452, 0.198, 0.293, 0.486], "e_homo_ev": -7.21, "total_charge": 1, "energy_ha": -10238.58779}

---

2.
{"formula": "C33H65Br12Cl2F3N2OPS", "method": "ωB97M-V/def2-TZVPD", "species": ["H", "H", "H", "C", "H", "C", "H", "H", "Cl", "C", "C", "C", "C", "H", "C", "C", "C", "H", "H", "Br", "C", "Br", "H", "C", "H", "C", "Br", "C", "H", "C", "H", "C", "C", "H", "H", "H", "H", "H", "H", "H", "C", "C", "H", "H", "H", "C", "H", "C", "H", "H", "F", "S", "Br", "Br", "H", "H", "H", "H", "H", "C", "C", "Br", "H", "H", "H", "H", "H", "N", "C", "H", "C", "H", "Br", "H", "C", "H", "Br", "H", "H", "Cl", "C", "H", "H", "O", "F", "H", "H", "C", "H", "C", "C", "F", "Br", "Br", "C", "N", "H", "H", "H", "C", "C", "H", "Br", "H", "H", "H", "C", "H", "P", "H", "Br", "H", "H", "H", "H", "H", "H", "H", "H", "H"], "positions_angstrom": [[-1.48215, -8.03763, -2.46328], [2.55332, -1.53357, -4.43021], [-1.06548, 6.20216, 5.20526], [1.06116, -2.20982, -3.08584], [-1.68552, -2.60529, -2.34533], [2.17164, 1.16879, 2.31350], [-1.40571, -2.24690, 2.30732], [6.46031, 1.00572, -1.05250], [-2.58192, -0.38560, -0.62872], [-1.44546, -1.37051, 0.34903], [0.54535, -0.76520, 1.75149], [0.14675, -1.78768, -1.94257], [-5.15278, 5.11663, -0.96681], [-1.62965, -7.68518, -4.19668], [-3.94769, 0.04376, 2.49144], [-0.60927, 3.04406, -0.12236], [3.51690, -5.51797, -6.53631], [-5.21750, 0.59659, 4.14720], [-2.74488, 7.44803, 7.51107], [-3.58381, -6.81875, -2.92515], [2.11595, -1.18404, -3.49886], [-5.35787, 3.42809, -0.01469], [1.83122, -3.00198, 1.37430], [1.99488, -0.27237, 1.87269], [3.20875, 1.33215, 2.57604], [7.67694, -2.89454, -5.20286], [3.99113, 0.97516, -0.86484], [-4.57645, 2.44048, 3.24575], [-1.08706, -5.50114, -2.11675], [7.66451, -4.04270, -4.22895], [1.51961, 0.77175, -2.75559], [0.02043, 0.68355, -0.12264], [2.21565, -6.05502, -7.07071], [3.82863, -4.64014, -7.09795], [-2.22972, 3.41177, 3.19816], [-4.39700, 8.06777, 7.69669], [-4.12797, 5.49649, 7.83620], [-0.30103, 0.71134, -1.15689], [-0.08322, -0.16211, 2.39571], [-0.74372, 5.38084, 3.68221], [-2.50466, -0.43698, 2.64221], [-1.71102, -7.27022, -3.19810], [-4.07168, 0.59334, 1.56437], [1.37618, -5.41511, -6.82002], [-3.52769, 0.98440, 4.39408], [-3.86256, 5.79910, -0.59358], [-3.96201, 2.99653, 5.26769], [-0.89435, 5.23122, 4.74983], [-4.82833, 4.24142, 4.38635], [0.40124, -2.38577, -3.93475], [-1.34065, 3.01655, -1.27899], [1.49569, -4.74235, -0.76174], [-3.57805, 8.38902, 5.37786], [5.93962, -2.02759, -5.30396], [-0.37196, 1.92932, 1.64736], [2.27146, -6.18250, -8.14880], [-2.41346, -3.12208, -0.34060], [-5.63184, 2.61411, 3.05637], [7.88592, -3.25523, -6.20661], [6.05450, -0.56659, 0.38598], [0.88698, -1.50939, -0.64533], [1.80266, -7.81072, -6.34615], [-1.81018, 1.55345, 0.72884], [-1.83549, 0.41974, 2.63739], [4.30868, -6.25868, -6.54682], [1.66559, -0.80752, -0.93904], [-3.02684, 5.11273, -0.59510], [-0.92498, -2.74695, -1.70294], [-4.24562, 6.05295, 6.90957], [-0.30588, -0.84530, -2.26098], [1.59735, 0.23329, -3.70164], [-2.43930, -0.83334, 3.65581], [6.35897, 0.63475, 1.88020], [-3.73185, 5.53388, 6.10966], [-3.74357, 7.46032, 7.08079], [0.00579, 4.79237, 5.17006], [-3.94452, 6.56829, 1.18992], [-4.59327, -0.83112, 2.48461], [6.78423, -4.66706, -4.34062], [2.79002, -1.28956, 3.12437], [-4.32887, 0.98139, 3.65635], [0.47584, -1.76992, 2.14310], [-2.99802, 4.99365, 3.30063], [-1.98994, 4.37255, 5.00454], [-1.03183, 4.11232, 0.63396], [-5.16431, 4.87225, -2.02598], [0.22168, -6.37838, -2.92647], [-0.82083, -6.07660, -2.99686], [1.85349, 1.88320, 1.56268], [5.77484, 0.18200, -0.88944], [-4.08879, 3.44933, 4.28805], [0.68757, 3.27123, -0.50089], [3.32500, -4.93087, -4.69430], [-0.89496, -4.82334, -4.48066], [-2.05447, -1.59103, 1.73269], [-0.02245, -0.73965, 0.35469], [1.53867, -3.16045, -2.88574], [8.56100, -4.64685, -4.34187], [5.23128, -1.21261, 0.67630], [-0.74692, 1.74054, 0.64520], [-1.39768, -2.74361, -0.35292], [1.06517, 0.97532, -0.14540], [7.67647, -3.43400, -2.38055], [5.79333, -0.48670, -1.74640], [1.58160, 1.34166, 3.21312], [2.92601, -1.16653, -2.76923], [-2.77747, 4.09021, 3.86943], [-2.93932, -2.19281, 1.53683], [1.86765, -2.99419, -0.01957], [3.17254, -2.57138, -0.30127], [-6.14427, 5.99539, 6.49178], [-0.80956, -3.41562, 0.28113], [-4.06159, 2.64782, 2.31524], [-3.65509, 6.62597, -1.26829], [2.27943, 0.81632, -4.31108], [6.95889, -1.16066, 0.28091], [0.61276, 0.25272, -4.16246], [8.39574, -2.12846, -4.93529], [2.55993, -0.45260, 0.96613], [-6.02491, 5.71266, -0.72326]], "mulliken_charge": [0.430, 0.555, 0.165, -1.310, 0.541, -1.639, 0.340, 0.437, -0.054, 2.412, -2.470, -0.466, -0.559, 0.384, -0.616, 0.348, -0.586, 0.379, 0.358, -0.167, -0.026, -0.107, 0.107, 1.621, 0.445, -0.604, 0.034, 0.030, -0.035, -0.425, -0.112, -2.530, -0.538, 0.348, -0.366, 0.451, 0.381, 1.136, 0.548, 0.246, -0.527, -0.643, 0.343, 0.260, 0.613, -0.132, 0.461, -0.633, 0.095, 0.271, -0.305, -0.297, -0.163, -0.138, 0.237, 0.395, 0.750, 0.674, 0.354, -0.418, -0.128, -0.132, -0.156, -0.064, 0.379, 0.640, -0.207, 0.546, 0.261, 0.500, -1.032, 0.521, -0.118, -0.503, -0.644, 0.292, -0.097, 0.471, 0.218, -0.113, -1.308, 1.456, 0.128, -0.522, -0.152, 0.358, 0.308, -0.170, 0.327, -0.330, -0.991, -0.281, -0.066, -0.124, -1.699, 1.425, -0.047, 0.354, 0.077, -0.101, -2.494, 0.560, -0.135, 0.123, 0.438, 0.049, 0.868, 0.769, 0.170, 0.032, -0.141, 0.162, -0.344, 0.388, 0.427, 0.409, 0.361, 0.396, -1.003, 0.409], "e_homo_ev": -11.31, "total_charge": 1, "energy_ha": -34328.61607}